Entry 1:
Entry from OMol25: a cluster of 2 separate species, C7H17BBrClO in total (ωB97M-V with the def2-TZVPD basis set).

The geometry in XYZ format:
```
28
Properties=species:S:1:pos:R:3
C 0.246 -3.293 -3.695
C -0.295 -1.877 -3.747
Cl 0.444 -1.042 -5.161
C -0.069 -1.043 -2.466
B 1.072 -1.587 -1.563
Br 0.636 -2.544 0.045
H -0.177 -3.822 -2.842
H 1.332 -3.278 -3.606
H -0.006 -3.837 -4.602
H -1.355 -1.901 -3.977
H -1.006 -0.981 -1.911
H 0.198 -0.026 -2.757
H 2.233 -1.456 -1.757
C -1.197 1.069 1.103
C 0.217 0.946 1.643
O 0.825 2.181 1.973
C 0.181 2.936 2.983
C 0.095 2.232 4.326
H -1.222 1.738 0.241
H -1.556 0.087 0.793
H -1.893 1.452 1.851
H 0.867 0.517 0.880
H 0.242 0.257 2.496
H -0.816 3.252 2.654
H 0.787 3.837 3.076
H -0.546 1.350 4.290
H -0.324 2.911 5.070
H 1.085 1.922 4.660
```

Calculated values
HOMO energy = -9.73 eV
SMILES string = C[C@H](Cl)CBBr.CCOCC
orbital gap = 0.3615 hartree

Entry 2:
Entry from OMol25: a cluster of 2 separate species, C14H28FN2O5S in total in a non-equilibrium geometry (ωB97M-V with the def2-TZVPD basis set).

The geometry in XYZ format:
```
51
Properties=species:S:1:pos:R:3
N 0.192 -0.559 -2.332
C -0.278 0.194 -3.504
C -1.648 0.886 -3.324
C -2.782 0.305 -4.191
C -4.067 0.033 -3.427
O -5.031 -0.571 -4.247
C -5.451 -1.820 -3.849
O -5.542 -2.735 -4.610
S -4.793 1.542 -2.697
O -4.100 2.699 -3.145
O -6.206 1.455 -2.705
F -4.323 1.299 -1.200
H -0.083 -1.530 -2.397
H -0.204 -0.176 -1.484
H 0.457 0.964 -3.736
H -0.350 -0.501 -4.340
H -1.569 1.951 -3.538
H -1.936 0.828 -2.267
H -2.484 -0.674 -4.578
H -2.996 0.939 -5.051
H -3.831 -0.607 -2.570
H -5.735 -1.870 -2.784
C 1.410 -0.809 4.348
C 1.399 -1.137 2.846
C 2.714 -1.803 2.397
C 3.921 -0.876 2.397
C 3.668 0.369 1.559
C 2.409 1.161 1.964
N 1.299 0.114 1.980
O 0.767 -0.042 0.948
C 2.585 1.855 3.318
C 2.070 2.226 0.932
C 0.201 -2.031 2.562
H 2.401 -0.593 4.733
H 0.751 0.025 4.589
H 1.042 -1.677 4.889
H 2.570 -2.210 1.391
H 2.867 -2.649 3.068
H 4.201 -0.603 3.416
H 4.775 -1.412 1.983
H 4.501 1.068 1.632
H 3.574 0.087 0.506
H 1.646 2.282 3.670
H 3.291 2.671 3.181
H 2.987 1.215 4.095
H 2.009 1.827 -0.079
H 2.864 2.970 0.952
H 1.129 2.722 1.170
H -0.734 -1.525 2.808
H 0.288 -2.910 3.195
H 0.158 -2.363 1.527
```

Calculated values
HOMO energy = -12.03 eV
orbital gap = 0.2126 hartree
net charge = +1